Record 1
Molecular formula: F2FeH12O8P
Method: DFT, ωB97M-V/def2-TZVPD

Structure (ORCA input):
```
! wB97M-V def2-TZVPD RIJCOSX def2/J DEFGRID3
* xyz 2 6
Fe 0.1028 0.3640 -0.2382
O 0.4743 -1.2904 0.4335
P 1.9699 -1.8971 0.8361
O 1.5566 -0.5000 0.4342
F 1.7828 -2.8444 -0.4328
F 0.8706 -2.6834 1.6563
O 0.5881 -0.1073 -2.1841
H 0.9250 -0.9327 -2.5984
H 0.7400 0.5366 -2.8396
O -1.7307 -0.6091 -0.6436
H -2.4074 -0.5679 -1.2805
H -1.5776 -1.6343 -0.5743
O 1.5106 2.0693 -0.2684
H 2.3970 1.7929 -0.6763
H 1.6961 2.8062 0.2942
O -0.3739 1.2111 1.6027
H -1.1099 1.6949 1.9931
H 0.3867 1.3247 2.1678
O -1.4683 -1.6856 2.0867
H -1.8968 -2.3431 1.5681
H -0.6082 -1.5529 1.7250
O -1.1127 1.9223 -0.9377
H -2.0190 2.2330 -0.8115
H -0.6959 2.6934 -1.3121
*
```

Output
**Strongest force on any atom**: 13.5 eV/A
**Energy above the lowest of the compared OMol25 structures with the same formula, charge and spin**: 25.9 kcal per mole
**Energy**: -2413.10010 a.u.
**E_HOMO (spin up / spin down)**: -0.624 / -0.620 Eh
**Expectation value of S²**: 8.7609

Here is what natural (NBO) gives for the atomic charges, in e: number 1, Fe, carries 1.852; number 2, O, carries -0.503; number 3, P, carries 1.788; number 4, O, carries -0.559; number 5, F, carries -0.557; number 6, F, carries -0.553; number 7, O, carries -0.966; number 8, H, carries 0.557; number 9, H, carries 0.528; number 10, O, carries -0.947; number 11, H, carries 0.530; number 12, H, carries 0.529; number 13, O, carries -0.989; number 14, H, carries 0.535; number 15, H, carries 0.539; number 16, O, carries -0.961; number 17, H, carries 0.555; number 18, H, carries 0.526; number 19, O, carries -0.916; number 20, H, carries 0.465; number 21, H, carries 0.445; number 22, O, carries -0.968; number 23, H, carries 0.544; number 24, H, carries 0.527

Record 2
Molecular formula: F2H2NOP
Method: DFT, ωB97M-V/def2-TZVPD

Structure (ORCA input):
```
! wB97M-V def2-TZVPD RIJCOSX def2/J DEFGRID3
* xyz 0 1
N -1.3920 1.4513 -0.6210
O 0.5751 -1.7137 -0.0670
F -1.7238 -0.1256 1.2980
F -2.3181 -1.0898 -0.8349
P -1.3056 -0.0295 -0.2424
H -1.1743 1.6584 -1.5924
H 0.2397 -2.6760 0.0298
*
```

Output
**Strongest force on any atom**: 3.5 eV/A
**Energy above the lowest of the compared OMol25 structures with the same formula, charge and spin**: 114.5 kcal per mole
**Energy**: -672.23152 a.u.
**E_HOMO (spin up / spin down)**: -0.422 / -0.380 Eh

Here is what natural (NBO) gives for the atomic charges, in e: number 1, N, carries -1.162; number 2, O, carries -0.797; number 3, F, carries -0.536; number 4, F, carries -0.540; number 5, P, carries 2.181; number 6, H, carries 0.404; number 7, H, carries 0.450

Record 3
Molecular formula: F2H2NPS
Method: DFT, ωB97M-V/def2-TZVPD

Structure (ORCA input):
```
! wB97M-V def2-TZVPD RIJCOSX def2/J DEFGRID3
* xyz 0 1
N 1.9858 0.3876 0.0446
F -1.6148 0.9318 -1.2062
F -1.2223 0.8432 1.3033
P -1.0886 -0.1390 -0.0977
S -2.3101 -1.7193 -0.0202
H 2.1279 -0.1149 -0.9029
H 2.1220 -0.1896 0.8791
*
```

Output
**Strongest force on any atom**: 3.5 eV/A
**Energy above the lowest of the compared OMol25 structures with the same formula, charge and spin**: 134.9 kcal per mole
**Energy**: -995.13897 a.u.
**E_HOMO (spin up / spin down)**: -0.350 / -0.350 Eh

Here is what natural (NBO) gives for the atomic charges, in e: number 1, N, carries -0.692; number 2, F, carries -0.551; number 3, F, carries -0.561; number 4, P, carries 1.520; number 5, S, carries -0.403; number 6, H, carries 0.349; number 7, H, carries 0.339